The following is a quantum chemistry calculation of a cluster of 2 separate species, C5H18N2O in total, from the Open Molecules 2025 dataset.

The value obtained for the total energy is -10488.47184 eV. The charge is +2. The value obtained for the energy relative to the best compared isomer or geometry (same formula, charge and spin) is 114.13 kJ/mol.

Last columns: bonded neighbours and bond lengths (Å).
Positions of all 26 atoms, in Å:
1 C 1.429 0.067 1.244  C2 1.518, N7 1.503, H8 1.102, H9 1.088
2 C 0.059 -0.585 1.205  C1 1.518, C3 1.572, H10 1.094, H11 1.089
3 C -0.563 -0.578 -0.239  C2 1.572, C4 1.523, H12 1.078, H13 1.088
4 C -2.037 -0.194 -0.275  C3 1.523, C5 1.548, H14 1.095, H15 1.110
5 C -2.650 -0.171 -1.696  C4 1.548, N6 1.514, H16 1.102, H17 1.094
6 N -2.496 1.208 -2.302  C5 1.514, H18 1.020, H19 1.021, H20 1.035
7 N 2.121 0.059 2.578  C1 1.503, H21 1.021, H22 1.029, H23 1.022
8 H 2.045 -0.494 0.523  C1 1.102
9 H 1.485 1.110 0.940  C1 1.088
10 H 0.086 -1.643 1.483  C2 1.094
11 H -0.718 -0.152 1.834  C2 1.089
12 H 0.036 0.121 -0.801  C3 1.078
13 H -0.525 -1.606 -0.590  C3 1.088
14 H -2.233 0.801 0.137  C4 1.095
15 H -2.625 -0.844 0.407  C4 1.110
16 H -2.118 -0.950 -2.267  C5 1.102
17 H -3.653 -0.575 -1.864  C5 1.094
18 H -1.976 1.796 -1.650  N6 1.020
19 H -3.315 1.489 -2.843  N6 1.021
20 H -1.756 1.143 -3.023  N6 1.035
21 H 2.673 -0.793 2.690  N7 1.021
22 H 1.550 0.208 3.420  N7 1.029
23 H 2.733 0.876 2.564  N7 1.022
24 H 4.577 -0.681 -0.189  O26 0.960
25 H 3.867 0.300 -1.107  O26 0.961
26 O 4.003 0.088 -0.179  H24 0.960, H25 0.961